# C25H34N7O5Pt

A structure of composition C25H34N7O5Pt in a non-equilibrium geometry (ωB97M-V with the def2-TZVPD basis set, OMol25).

As for the HOMO-LUMO gap (alpha / beta): 6.96 / 5.82 eV. As for the relative energy (zero: lowest compared OMol25 entry of this formula, charge and spin): 17.2 kcal/mol. As for the spin multiplicity: 2. The calculation puts the LUMO energy (alpha / beta) at -5.87 / -7.02 eV. For the largest force on an atom, the calculation gives 0.0213 hartree/bohr. The net charge is +2. The total energy comes out at -1851.2611 hartree. For the HOMO energy (alpha / beta), the calculation gives -12.825 / -12.839 eV. Its expectation value of S² is 0.7545.

Element x y z (Å)
Pt 0.402 -0.972 0.228
C 2.030 0.982 -1.909
N 1.428 0.151 -2.916
C 2.076 -0.029 -4.212
C 1.129 -0.991 -4.928
N 0.227 -1.429 -3.860
C -0.692 -2.518 -4.163
C 0.404 -0.699 -2.742
N -0.351 -0.711 -1.633
C -1.641 -1.396 -1.595
C -2.445 -0.703 -0.531
N -1.774 -0.806 0.760
C -2.412 -0.312 1.830
N -1.895 -0.250 3.073
C -0.576 -0.591 3.534
C -2.761 0.452 4.005
C -4.059 0.566 3.229
N -3.668 0.229 1.859
C -4.796 0.147 0.933
H 2.849 1.527 -2.374
H 2.449 0.386 -1.093
H 1.310 1.696 -1.508
H 3.080 -0.442 -4.092
H 2.155 0.929 -4.724
H 1.652 -1.855 -5.336
H 0.571 -0.514 -5.735
H -0.240 -3.100 -4.963
H -1.660 -2.159 -4.514
H -0.821 -3.178 -3.313
H -1.531 -2.460 -1.369
H -2.167 -1.284 -2.540
H -3.432 -1.157 -0.515
H -2.542 0.346 -0.829
H -0.130 -1.339 2.902
H -0.667 -1.019 4.533
H 0.071 0.288 3.584
H -2.337 1.425 4.268
H -2.870 -0.130 4.920
H -4.476 1.572 3.252
H -4.822 -0.130 3.589
H -5.589 0.753 1.365
H -5.177 -0.871 0.831
H -4.576 0.567 -0.041
O 0.691 0.916 1.041
N 1.921 1.430 1.189
C 2.912 0.704 1.744
C 4.149 1.278 1.942
C 4.355 2.603 1.584
C 3.310 3.327 1.027
C 2.091 2.716 0.833
H 2.651 -0.308 2.015
H 4.933 0.682 2.384
H 5.315 3.070 1.752
H 3.424 4.361 0.739
H 1.215 3.191 0.419
O 0.808 -2.856 -0.187
C 1.276 -3.099 1.009
O 1.315 -2.072 1.780
C 1.698 -4.427 1.407
C 2.174 -4.632 2.690
C 2.553 -5.906 3.116
C 2.431 -6.921 2.196
O 2.732 -8.228 2.376
C 2.442 -8.891 1.132
O 1.954 -7.898 0.224
C 1.962 -6.717 0.906
C 1.583 -5.485 0.467
H 2.246 -3.790 3.365
H 2.919 -6.095 4.113
H 1.671 -9.641 1.303
H 3.363 -9.323 0.741
H 1.214 -5.322 -0.534